ORCA calculation (wB97M-V/def2-TZVPD) on a single C12H8N2 molecule at a distorted geometry.

Geometry as XYZ:
```
22
Properties=species:S:1:pos:R:3:nbo_charge:R:1
C 0.8989 -2.7023 -0.5190 -0.519
C 0.1927 -3.6975 -0.4386 -0.165
C 3.4747 0.0643 0.0848 -0.201
C 2.5329 1.0034 0.5657 -0.256
C 2.9311 -1.2008 -0.3457 -0.189
C 1.1906 0.7876 0.5849 -0.211
C 1.5024 -1.5041 -0.2858 -0.020
C 0.7017 -0.4414 0.1454 0.047
C -3.4480 -0.5440 0.1234 -0.136
C -2.7340 0.2510 -0.7916 -0.205
C -2.6592 -1.2579 0.9986 0.001
C -1.3657 0.2993 -0.6886 0.074
N -1.3573 -1.3132 0.9863 -0.070
N -0.7109 -0.5460 0.1256 -0.048
H 4.5952 0.0686 0.0428 0.237
H 2.9569 2.0520 0.8716 0.217
H 3.5700 -2.0911 -0.6474 0.233
H 0.4365 1.5329 0.7939 0.209
H -4.5761 -0.6613 0.2864 0.259
H -3.1859 0.9870 -1.3730 0.240
H -3.1083 -2.0337 1.5884 0.231
H -0.6869 0.9378 -1.4053 0.270
```

The charge is 0. As for the largest force on an atom: 4.42 eV/Å. As for the energy above the lowest of the compared OMol25 structures with the same formula, charge and spin: 181.3 kcal/mol.